C3H6NO2 | ωB97M-V/def2-TZVPD

Atoms and positions in Å:
N 0.43 0.16 0.14
H -0.77 -1.01 -1.66
O 2.84 0.04 0.49
H -2.22 -1.23 -0.72
C 1.82 0.35 1.16
C -1.55 -0.46 -1.11
H 0.79 -0.55 -0.45
H 1.66 1.38 1.54
O -1.57 1.16 0.63
H -2.06 0.08 -1.91
C -0.85 0.43 -0.07
H 1.47 -0.34 1.97

Total energy = -8793.516 eV
Orbital gap = 0.282 Ha
Molar mass = 88.09 g/mol
Total charge = -1
Relative energy (zero: lowest compared OMol25 entry of this formula, charge and spin) = 164.1 kJ/mol
LUMO level = 4.13 eV